# 1
Molecular formula: C29H32F4InO2
Method: DFT, wB97M-V/def2-TZVPD

Computed properties:
**Strongest force on any atom**: 0.0194 Eh/bohr
**Gap between HOMO and LUMO**: 7.5 eV
**Net charge**: -1
**E**: -50729.549 eV
**Energy relative to the best compared isomer or geometry (same formula, charge and spin)**: 0.0 kJ/mol

Last column: Löwdin charge in e.
Geometry (Å):
C (0.8858, 0.0193, 0.4981)  -0.096
C (-0.4564, 0.7580, 0.5167)  -0.141
C (-1.5594, 0.2994, -0.4232)  -0.523
O (-2.7037, 0.5616, -0.1784)  0.082
O (-1.2868, -0.5246, -1.4481)  -0.035
C (-0.2617, -0.1314, -2.4238)  -0.265
C (-0.4106, 1.3222, -2.8765)  -0.315
In (1.3159, 2.6287, -2.2948)  0.238
H (0.7606, -1.0299, 0.2064)  0.068
H (1.6012, 0.4943, -0.1810)  0.014
H (1.3298, 0.0518, 1.5009)  0.073
H (-0.9211, 0.6459, 1.5036)  0.086
H (-0.3083, 1.8327, 0.3399)  0.083
H (0.7231, -0.3431, -1.9958)  0.059
H (-0.4200, -0.8502, -3.2379)  0.109
H (-1.3767, 1.7116, -2.5322)  0.034
H (-0.4466, 1.3497, -3.9743)  0.018
H (0.9593, 3.5371, -0.8104)  -0.133
H (2.6732, 1.4977, -2.0368)  -0.118
H (1.7149, 3.7491, -3.6177)  -0.165
F (4.1373, 3.7068, 0.4040)  0.053
C (5.2780, 3.1443, -0.0185)  -0.292
C (5.8557, 3.6084, -1.1844)  -0.009
C (7.0347, 3.0200, -1.6168)  -0.089
C (7.6159, 1.9874, -0.8923)  -0.110
C (7.0087, 1.5368, 0.2718)  -0.095
C (5.8285, 2.1137, 0.7185)  -0.016
H (5.3679, 4.3954, -1.7428)  0.122
H (7.4948, 3.3642, -2.5343)  0.100
H (8.5312, 1.5269, -1.2411)  0.093
H (7.4487, 0.7220, 0.8329)  0.098
H (5.3280, 1.7723, 1.6142)  0.115
F (-0.4801, 0.5273, 4.5499)  0.053
C (-1.4999, 1.3752, 4.8017)  -0.281
C (-1.4967, 2.0790, 5.9897)  -0.023
C (-2.5493, 2.9475, 6.2430)  -0.095
C (-3.5742, 3.0991, 5.3190)  -0.103
C (-3.5477, 2.3778, 4.1326)  -0.074
C (-2.5038, 1.5047, 3.8639)  -0.005
H (-0.6844, 1.9455, 6.6911)  0.114
H (-2.5632, 3.5119, 7.1667)  0.099
H (-4.3889, 3.7822, 5.5204)  0.097
H (-4.3382, 2.4955, 3.4032)  0.108
H (-2.4647, 0.9394, 2.9427)  0.104
F (-8.0274, -3.3869, 0.8243)  0.034
C (-7.1296, -2.8268, -0.0246)  -0.295
C (-6.0253, -2.1880, 0.5019)  -0.015
C (-5.1109, -1.6163, -0.3732)  -0.062
C (-5.3149, -1.6927, -1.7448)  -0.079
C (-6.4351, -2.3421, -2.2440)  -0.091
C (-7.3593, -2.9193, -1.3817)  -0.034
H (-5.8920, -2.1406, 1.5745)  0.114
H (-4.2379, -1.0979, 0.0005)  0.083
H (-4.5946, -1.2391, -2.4126)  0.107
H (-6.5970, -2.4007, -3.3131)  0.099
H (-8.2402, -3.4311, -1.7453)  0.110
F (4.0734, -2.0863, -1.5264)  0.061
C (3.1318, -3.0374, -1.6574)  -0.288
C (2.4892, -3.4972, -0.5249)  -0.023
C (1.5210, -4.4808, -0.6655)  -0.085
C (1.2118, -4.9881, -1.9204)  -0.103
C (1.8727, -4.5047, -3.0415)  -0.089
C (2.8432, -3.5206, -2.9184)  -0.015
H (2.7375, -3.0733, 0.4387)  0.117
H (0.9959, -4.8400, 0.2100)  0.103
H (0.4480, -5.7471, -2.0256)  0.097
H (1.6267, -4.8888, -4.0232)  0.101
H (3.3623, -3.1178, -3.7772)  0.117

Cartesian forces, eV/Å:
C 0.06 0.08 0.01
C 0.07 0.01 0.00
C 0.89 -0.39 0.05
O -0.93 0.18 0.30
O 0.04 0.16 -0.33
C 0.07 -0.10 0.02
C 0.07 -0.10 -0.13
In 0.11 0.20 -0.06
H 0.04 0.14 0.09
H -0.13 -0.16 0.05
H -0.10 -0.04 -0.16
H 0.13 0.17 -0.18
H -0.03 -0.18 0.09
H -0.12 0.00 -0.03
H -0.01 0.12 0.17
H 0.12 -0.03 -0.07
H -0.06 0.00 0.19
H -0.03 -0.06 0.00
H -0.03 0.00 0.00
H -0.05 -0.04 0.02
F 0.01 0.02 0.07
C -0.03 -0.04 -0.07
C 0.00 0.00 -0.02
C 0.00 0.00 0.01
C -0.01 0.00 0.00
C 0.00 0.00 -0.01
C 0.02 0.01 0.02
H -0.02 -0.01 0.00
H -0.01 0.00 0.00
H 0.00 0.00 0.00
H 0.00 0.01 0.00
H -0.01 0.00 -0.01
F -0.01 0.00 0.01
C 0.00 0.00 0.00
C -0.01 0.01 0.01
C 0.00 0.01 -0.01
C 0.00 0.00 -0.01
C 0.01 0.02 0.03
C -0.03 -0.04 -0.05
H 0.00 0.00 -0.01
H 0.00 -0.01 0.00
H 0.00 0.00 0.00
H 0.01 0.00 0.00
H -0.02 0.02 -0.01
F -0.01 0.00 0.01
C 0.01 0.00 -0.01
C 0.01 0.00 -0.01
C 0.01 -0.02 0.03
C 0.00 0.00 -0.02
C 0.01 0.01 0.00
C 0.00 0.00 -0.01
H -0.01 -0.01 0.00
H -0.03 0.02 -0.01
H 0.01 0.00 0.02
H 0.00 0.00 0.01
H 0.00 0.00 0.01
F -0.01 -0.04 0.00
C 0.03 0.03 0.00
C -0.02 0.02 0.04
C -0.02 0.02 -0.03
C -0.01 0.01 0.00
C 0.00 0.00 0.01
C -0.02 0.00 -0.02
H 0.01 0.01 -0.01
H 0.01 0.00 0.00
H 0.00 0.00 0.00
H 0.00 0.00 0.00
H 0.00 0.01 0.01

***

# 2
Molecular formula: C29H32FN4O5Pt
Method: DFT, wB97M-V/def2-TZVPD

Computed properties:
**Strongest force on any atom**: 0.0212 Eh/bohr
**Gap between HOMO and LUMO (alpha / beta)**: 6.0 / 6.4 eV
**Net charge**: +1
**E**: -52742.580 eV
**Energy relative to the best compared isomer or geometry (same formula, charge and spin)**: 212.1 kJ/mol
**2S+1**: 3
**<S²>**: 2.03

Last column: Löwdin charge in e.
Geometry (Å):
Pt (-2.0378, -0.4512, 1.8662)  1.202
C (4.0540, -2.6391, -2.5725)  -0.056
C (4.2598, -2.0796, -1.1662)  -0.188
N (3.0763, -1.4083, -0.6618)  -0.038
C (2.1290, -2.1745, -0.0548)  0.047
C (0.9916, -1.6950, 0.5063)  -0.014
C (-0.0906, -2.7231, 0.9004)  -0.643
O (0.2823, -3.8528, 1.1636)  0.050
O (-1.2824, -2.3199, 0.7644)  -0.133
C (0.7761, -0.2817, 0.5896)  -0.285
O (-0.1004, 0.2887, 1.2684)  -0.127
C (1.7099, 0.5096, -0.2105)  -0.037
C (1.4639, 1.8700, -0.3889)  0.093
C (2.3103, 2.6517, -1.1352)  -0.177
F (2.0124, 3.9745, -1.2342)  0.052
C (3.4327, 2.1094, -1.7750)  -0.140
C (3.6442, 0.7395, -1.6436)  0.055
C (2.8315, -0.0735, -0.8435)  -0.119
N (4.3235, 2.8466, -2.5856)  -0.105
C (5.7476, 2.6947, -2.3526)  -0.124
C (6.4466, 2.7449, -3.7245)  -0.076
N (5.5997, 3.5695, -4.6310)  0.051
C (5.0581, 4.7448, -3.9043)  -0.083
C (4.0061, 4.2291, -2.9107)  -0.135
H (4.9538, -3.1553, -2.8965)  0.081
H (3.8247, -1.8503, -3.2849)  0.069
H (3.2313, -3.3484, -2.5731)  0.084
H (5.1066, -1.3903, -1.1359)  0.115
H (4.4823, -2.9014, -0.4817)  0.131
H (2.3118, -3.2395, -0.0180)  0.152
H (0.6011, 2.3096, 0.0862)  0.137
H (4.4505, 0.2940, -2.2038)  0.104
H (5.9586, 1.7491, -1.8565)  0.128
H (6.1245, 3.4967, -1.7017)  0.140
H (6.5488, 1.7487, -4.1577)  0.139
H (7.4352, 3.1971, -3.6380)  0.141
H (4.7905, 2.9977, -4.9068)  0.191
H (6.1200, 3.8442, -5.4696)  0.194
H (4.6079, 5.4491, -4.6037)  0.143
H (5.8832, 5.2440, -3.3943)  0.140
H (3.0135, 4.2530, -3.3660)  0.139
H (3.9934, 4.8870, -2.0311)  0.141
C (-2.4016, 1.7171, -0.6807)  -0.091
O (-2.2299, 1.8489, 0.7165)  -0.304
C (-3.1135, 2.7517, 1.3432)  -0.185
C (-4.5394, 2.2171, 1.4637)  -0.214
O (-4.4804, 1.0420, 2.2326)  -0.263
C (-5.7433, 0.4469, 2.4231)  -0.095
H (-2.3417, 2.7003, -1.1651)  0.098
H (-3.3523, 1.2443, -0.9427)  0.094
H (-1.5869, 1.0859, -1.0342)  0.085
H (-3.1214, 3.7092, 0.8047)  0.131
H (-2.7133, 2.8947, 2.3502)  0.137
H (-4.9789, 2.0103, 0.4741)  0.126
H (-5.1628, 2.9728, 1.9658)  0.134
H (-6.4458, 1.1626, 2.8673)  0.095
H (-5.5873, -0.3909, 3.0969)  0.061
H (-6.1539, 0.0810, 1.4758)  0.100
N (-8.1536, -7.5188, 4.9862)  0.170
C (-7.4530, -6.6699, 4.6645)  -0.193
C (-6.5841, -5.6242, 4.2887)  -0.228
C (-6.6761, -4.3867, 4.9335)  -0.016
C (-5.8268, -3.3647, 4.5785)  -0.013
C (-4.8761, -3.5640, 3.5685)  -0.240
C (-4.7813, -4.8104, 2.9312)  0.000
C (-5.6230, -5.8360, 3.2931)  -0.009
C (-4.0023, -2.5372, 3.1683)  -0.102
C (-3.2713, -1.6342, 2.7935)  -0.206
H (-7.4134, -4.2502, 5.7117)  0.122
H (-5.8866, -2.4050, 5.0698)  0.118
H (-4.0316, -4.9468, 2.1677)  0.127
H (-5.5507, -6.8051, 2.8226)  0.123

Cartesian forces, eV/Å:
Pt -0.01 -1.08 0.14
C 0.10 0.13 0.25
C 0.33 -0.32 -0.43
N -0.36 -0.22 0.25
C -0.02 0.36 0.10
C -0.72 -0.03 0.17
C 0.58 -0.03 -0.11
O 0.25 -0.22 0.02
O -0.65 0.67 0.16
C 0.49 -0.72 -0.24
O -0.17 0.40 -0.10
C 0.13 0.14 -0.05
C 0.33 0.12 -0.19
C -0.37 -0.11 0.28
F 0.13 -0.18 -0.01
C -0.17 -0.50 0.07
C 0.02 0.19 0.09
C -0.28 0.49 0.17
N -0.01 0.09 -0.08
C 0.15 0.03 0.01
C 0.35 -0.47 0.67
N -0.05 -0.04 -0.53
C -0.33 0.56 0.38
C -0.21 0.15 0.00
H 0.06 -0.06 -0.07
H -0.04 0.08 -0.09
H -0.08 -0.08 -0.04
H -0.08 -0.07 0.10
H 0.03 0.17 -0.02
H 0.00 -0.09 0.01
H -0.11 0.08 0.12
H 0.08 -0.05 -0.03
H 0.04 0.12 -0.10
H 0.01 -0.08 -0.01
H -0.07 0.14 -0.07
H -0.09 0.06 -0.18
H 0.25 0.06 -0.06
H -0.16 -0.09 0.13
H 0.13 -0.12 -0.05
H 0.04 -0.12 -0.16
H 0.12 0.09 0.06
H 0.05 -0.04 -0.20
C -0.02 0.05 -0.15
O 0.23 -0.25 -0.09
C -0.63 0.08 0.25
C 0.30 0.05 -0.02
O 0.08 0.38 -0.06
C -0.12 -0.05 0.07
H -0.01 -0.07 0.02
H 0.04 0.01 0.04
H -0.05 0.00 -0.03
H 0.04 -0.06 0.06
H -0.04 0.08 -0.11
H 0.03 0.06 0.12
H 0.05 -0.01 -0.13
H 0.03 -0.05 0.00
H -0.11 0.00 -0.03
H -0.01 0.00 0.00
N -0.22 -0.24 0.06
C -0.40 -0.53 0.22
C 0.73 0.77 -0.27
C -0.13 -0.26 -0.03
C 0.18 0.02 -0.18
C -0.27 -0.48 0.09
C -0.03 0.18 0.13
C -0.26 -0.05 0.20
C 0.26 0.50 0.06
C 0.59 0.45 -0.49
H -0.02 0.02 0.01
H 0.02 0.05 0.04
H 0.06 -0.02 -0.07
H -0.01 -0.04 -0.05